Record 1
Density functional theory data (ωB97M-V with the def2-TZVPD basis set) for C39H36ClIIrNO2P2 as an isolated structure.

Atoms and positions in Å:
Ir1 -0.0822 -0.0932 0.2490
I1 5.1292 0.3642 -0.6225
Cl1 3.6633 5.8144 -0.1251
P1 -2.4995 -0.2169 0.2331
P2 -0.2617 -2.4323 -0.2615
O1 0.6860 -0.1739 2.2652
O2 1.9686 0.2934 -0.3277
N1 0.0922 2.1520 -0.2045
C1 -2.2093 0.9381 4.1228
C2 -2.0273 0.8261 2.7534
C3 0.9828 -1.4865 2.8527
C4 0.4227 -1.3965 -4.1277
C5 2.2317 -6.0078 1.0858
C6 0.4849 -4.4190 1.5295
C7 2.8750 -0.0525 3.1308
C8 1.7510 3.8989 -0.2146
C9 -0.5869 4.4388 -0.1914
C10 0.7413 -3.8090 0.2965
C11 -5.4378 2.5781 0.0342
C12 -3.0208 0.0282 4.7882
C13 2.1936 -1.2784 3.7515
C14 0.7242 4.8568 -0.1809
C15 -4.3380 1.8510 0.4591
C16 -0.8679 3.0726 -0.1999
C17 2.3576 1.4968 -0.3309
C18 -1.9620 -2.9093 0.2172
C19 -0.7710 -3.4898 -4.1555
C20 3.1594 4.2109 -0.2447
C21 4.1102 3.2034 -0.3720
C22 -3.4806 -1.1030 2.7145
C23 -3.6589 -0.9849 4.0846
C24 1.7697 -4.2814 -0.5218
C25 -0.8487 -3.4805 -2.7736
C26 -6.0010 2.3294 -1.2109
C27 -4.3643 0.6225 -1.6337
C28 1.3771 2.5563 -0.2410
C29 -2.9448 -1.8891 -0.3229
C30 2.4965 -5.3948 -0.1307
C31 3.7374 1.8734 -0.4293
C32 -0.1288 -2.4565 -4.8317
C33 -5.4695 1.3494 -2.0408
C34 0.3620 -1.3869 -2.7412
C35 1.2163 -5.5308 1.9085
C36 1.6796 0.7859 2.7400
C37 -0.2673 -2.4321 -2.0577
C38 -3.8184 0.8472 -0.3651
C39 -2.6637 -0.1945 2.0399
H1 -2.9203 -1.8942 -1.4151
H2 -6.8511 2.9106 -1.5426
H3 -3.9738 -2.0971 -0.0257
H4 -0.0641 -2.4792 -5.9112
H5 1.2090 -2.1789 2.0497
H6 -2.0210 -2.9672 1.3048
H7 -1.3984 5.1527 -0.1960
H8 -3.9200 2.0270 1.4415
H9 2.8311 -2.1594 3.7625
H10 0.0905 -1.8196 3.3823
H11 -1.7301 1.7375 4.6730
H12 -1.8921 2.7194 -0.2184
H13 -5.8639 3.3316 0.6829
H14 -1.4104 1.5500 2.2321
H15 -5.9121 1.1565 -3.0085
H16 3.5230 0.4719 3.8296
H17 3.4496 -0.3356 2.2460
H18 -4.0048 -1.8859 2.1808
H19 0.9996 -6.0242 2.8464
H20 5.1564 3.4737 -0.4278
H21 1.8836 -1.0580 4.7726
H22 -4.3045 -1.6809 4.6033
H23 -1.2060 -4.3101 -4.7106
H24 2.8300 -6.8505 1.4057
H25 -0.2940 -4.0502 2.1856
H26 1.2537 1.2945 3.6069
H27 0.9671 5.9112 -0.1624
H28 -3.9421 -0.1206 -2.2985
H29 1.8707 1.5184 1.9630
H30 3.2698 -5.7851 -0.7784
H31 -3.1604 0.1116 5.8578
H32 0.9140 -0.5928 -4.6594
H33 0.8242 -0.5760 -2.1874
H34 1.9742 -3.8043 -1.4722
H35 -1.3564 -4.2893 -2.2618
H36 -2.1649 -3.9052 -0.1787

Cartesian forces, eV/Å:
Ir 0.620 0.503 -1.815
I -0.076 0.212 0.010
Cl -0.009 -0.003 -0.037
P 0.327 -0.783 1.605
P -0.670 0.434 0.498
O -0.579 -0.164 -1.059
O -0.232 -0.619 0.590
N -0.382 -0.526 0.711
C 0.030 -0.003 -0.024
C -0.170 -0.055 0.026
C 0.156 -0.374 0.275
C -0.006 0.018 -0.068
C 0.021 0.031 0.011
C -0.111 -0.239 -0.114
C -0.150 -0.161 -0.092
C -0.094 0.112 -0.098
C 0.044 -0.013 -0.082
C 0.384 0.353 0.086
C 0.045 0.045 0.018
C 0.006 -0.030 0.018
C -0.090 0.235 0.012
C 0.009 0.052 0.015
C -0.079 -0.147 0.011
C -0.001 0.026 -0.031
C 0.202 0.297 -0.092
C 0.088 0.024 -0.008
C -0.036 -0.046 -0.002
C 0.050 -0.083 -0.024
C -0.030 0.091 -0.016
C -0.038 0.123 -0.035
C 0.036 -0.066 0.045
C -0.140 -0.048 -0.032
C -0.041 -0.015 0.030
C 0.016 0.009 -0.039
C 0.054 -0.018 0.038
C 0.062 0.048 -0.054
C -0.018 0.023 -0.201
C 0.094 0.032 0.012
C 0.091 -0.528 -0.063
C -0.009 0.051 0.045
C 0.041 0.055 -0.046
C -0.134 -0.041 0.046
C 0.048 0.092 0.052
C 0.300 0.308 0.227
C 0.209 0.308 0.012
C 0.506 0.406 -0.408
C -0.175 -0.002 -0.006
H -0.064 0.017 -0.009
H -0.040 -0.048 0.029
H -0.001 0.030 0.017
H -0.002 -0.002 0.001
H 0.070 0.173 -0.043
H 0.062 -0.032 0.010
H -0.010 -0.012 0.009
H -0.056 0.014 0.017
H -0.006 -0.006 0.010
H -0.075 0.124 -0.030
H -0.005 0.008 -0.009
H 0.020 0.008 0.074
H 0.008 0.017 -0.016
H 0.003 0.034 0.050
H 0.007 0.018 -0.004
H 0.017 -0.011 -0.008
H 0.029 0.030 0.010
H -0.017 0.008 0.015
H 0.023 0.015 0.011
H -0.005 0.018 0.032
H 0.020 -0.035 0.015
H 0.013 -0.006 0.002
H -0.005 0.005 0.003
H -0.077 -0.074 -0.056
H -0.028 -0.055 -0.021
H -0.149 -0.043 -0.043
H -0.003 -0.001 0.007
H -0.045 -0.020 -0.004
H -0.083 -0.026 0.025
H 0.032 0.027 0.026
H -0.027 0.016 -0.008
H 0.000 0.009 0.020
H 0.143 -0.030 -0.073
H 0.012 -0.032 -0.012
H 0.077 -0.048 -0.016
H -0.003 -0.011 0.022

Summary:
<S²>: 1.21
E_HOMO (spin up / spin down): -0.6033 / -0.6105 hartree
2S+1: 2
Charge: +3
Relative energy (zero: lowest compared OMol25 entry of this formula, charge and spin): 216.0 kJ/mol
DFT total energy: -3256.9888 a.u.


Record 2
Density functional theory data (ωB97M-V with the def2-TZVPD basis set) for C2H3ClO2 as an isolated structure.

Atoms and positions in Å:
Cl1 -2.9173 0.0387 -0.0891
O1 -0.3366 1.0174 0.0622
O2 -0.4060 -0.9947 0.1530
C1 -1.1727 0.0121 0.6044
C2 0.5391 -0.0408 -0.2857
H1 1.5634 0.1899 0.2049
H2 -1.1435 0.0466 1.6642
H3 0.7516 -0.1931 -1.3134

Cartesian forces, eV/Å:
Cl -5.778 0.286 -2.186
O -0.003 0.383 -0.073
O 2.490 -2.010 -0.298
C 4.820 1.078 0.594
C 0.313 0.749 1.010
H -1.467 -0.980 0.100
H -0.320 0.408 2.220
H -0.056 0.088 -1.368

Summary:
<S²>: 2.01
E_HOMO (spin up / spin down): -0.1647 / -0.3830 hartree
2S+1: 3
Relative energy (zero: lowest compared OMol25 entry of this formula, charge and spin): 315.2 kJ/mol
DFT total energy: -688.3774 a.u.


Record 3
Density functional theory data (ωB97M-V with the def2-TZVPD basis set) for a 3-piece molecular cluster, CHO3PS2 overall.

Atoms and positions in Å:
S1 -1.7559 1.5829 0.0972
S2 1.1213 5.0320 -1.5272
P1 0.0100 -5.4041 0.8548
O1 -0.4471 -5.3407 -0.5841
O2 -0.9196 -4.8170 1.8770
O3 0.8058 1.2139 0.9882
C1 -0.2526 1.5098 0.5260
H1 1.4382 6.2231 -2.2319

Cartesian forces, eV/Å:
S 0.366 0.494 -0.224
S 0.350 1.378 -0.783
P -0.622 0.241 -0.607
O 0.393 -0.212 0.441
O 0.204 -0.146 0.186
O -3.079 1.585 -1.789
C 2.746 -2.022 1.992
H -0.358 -1.318 0.783

Summary:
E_HOMO: -0.0380 hartree
Charge: -2
Relative energy (zero: lowest compared OMol25 entry of this formula, charge and spin): 11.5 kJ/mol
DFT total energy: -1402.2584 a.u.


Record 4
Density functional theory data (ωB97M-V with the def2-TZVPD basis set) for a 10-piece molecular cluster, H20O10 overall.

Atoms and positions in Å:
O1 -13.0469 12.8866 16.6761
O2 -9.7662 12.8077 16.6607
O3 -9.9640 12.1859 19.6407
O4 -14.5697 13.3236 13.5263
O5 -10.4742 15.4840 15.9509
O6 -11.5656 14.6125 18.6311
O7 -14.7472 14.9753 15.7036
O8 -16.3434 13.2937 18.0026
O9 -15.2297 10.7956 17.8475
O10 -12.4260 9.4931 17.2537
H1 -12.4327 8.5351 17.3622
H2 -12.1175 9.6337 16.3492
H3 -14.5566 10.5473 17.2000
H4 -10.0975 13.7219 16.6024
H5 -12.2512 14.8244 19.2746
H6 -15.7038 14.8595 15.7740
H7 -13.7675 13.4046 13.0023
H8 -16.1381 12.3418 17.8698
H9 -15.5810 13.6397 18.4743
H10 -10.7498 16.0172 15.1977
H11 -13.2835 12.0280 17.0376
H12 -9.6795 12.5253 15.7465
H13 -12.3410 13.2130 17.2566
H14 -10.7703 14.4542 19.1618
H15 -15.1587 10.1264 18.5369
H16 -9.9344 12.3245 18.6790
H17 -11.1517 15.6439 16.6269
H18 -14.3763 14.2323 16.2138
H19 -14.4841 14.0090 14.2391
H20 -10.7620 11.6668 19.7869

Cartesian forces, eV/Å:
O 0.071 0.106 0.105
O -0.172 0.150 0.390
O -0.119 0.214 -0.161
O 0.184 0.406 0.330
O -0.320 0.202 0.245
O 0.070 0.123 0.029
O -0.040 -0.056 0.142
O -0.065 -0.370 -0.174
O 0.250 -0.316 -0.073
O -0.153 0.034 -0.206
H 0.009 0.077 0.017
H 0.055 0.023 0.126
H -0.156 -0.233 0.077
H 0.254 -0.195 -0.354
H 0.031 0.015 -0.092
H 0.094 0.012 0.142
H -0.054 -0.011 0.020
H -0.031 0.737 0.144
H 0.008 -0.050 -0.008
H 0.042 -0.127 -0.014
H 0.028 0.071 0.110
H -0.015 0.006 0.027
H -0.048 0.002 -0.036
H -0.122 -0.193 -0.057
H -0.022 0.077 -0.033
H 0.122 -0.228 0.002
H 0.145 -0.017 -0.041
H 0.016 0.049 -0.006
H -0.141 -0.518 -0.613
H 0.079 0.010 -0.041

Summary:
E_HOMO: -0.3826 hartree
Relative energy (zero: lowest compared OMol25 entry of this formula, charge and spin): 201.3 kJ/mol
DFT total energy: -764.4053 a.u.
Structure (SMILES): O.O.O.O.O.O.O.O.O.O


Record 5
Density functional theory data (ωB97M-V with the def2-TZVPD basis set) for one molecule with the formula C3H8N2OS.

Atoms and positions in Å:
S1 0.0364 -0.9921 -0.1393
O1 1.9342 1.2791 -0.3770
N1 -2.8595 0.1944 -0.6654
N2 2.5463 0.1268 0.0842
C1 1.7544 -0.8642 0.1976
C2 -2.1877 0.3930 0.6147
C3 -0.6801 0.5884 0.4226
H1 -2.5685 -0.7196 -1.1000
H2 -0.2398 0.8822 1.3725
H3 -2.3495 -0.3986 1.3406
H4 2.2173 -1.8043 0.5333
H5 -0.5217 1.3501 -0.3244
H6 -3.8269 0.1299 -0.5350
H7 2.6832 1.9157 -0.4466
H8 -2.5775 1.3338 1.0636

Cartesian forces, eV/Å:
S -0.011 0.047 0.110
O 0.665 0.767 -0.164
N 1.980 -1.271 -0.786
N 0.027 -0.491 0.180
C 0.259 -0.044 0.083
C 0.219 0.766 0.044
C -0.587 -0.127 0.071
H -0.344 1.303 0.610
H 0.179 -0.063 -0.056
H -0.119 -0.291 0.202
H -0.154 0.534 -0.206
H 0.167 0.189 -0.114
H -1.673 -0.056 0.205
H -0.804 -0.738 0.099
H 0.197 -0.525 -0.278

Summary:
E_HOMO: -0.3231 hartree
Relative energy (zero: lowest compared OMol25 entry of this formula, charge and spin): 272.5 kJ/mol
DFT total energy: -701.9737 a.u.
Structure (SMILES): NCCS/C=N\O


Record 6
Density functional theory data (ωB97M-V with the def2-TZVPD basis set) for C33H43BaN5P2 as an isolated structure.

Atoms and positions in Å:
Ba1 -0.4713 -2.2697 3.4594
P1 1.3508 -1.4675 -2.6556
P2 -2.0244 -0.8794 -2.5594
N1 2.0908 -2.6522 -3.8409
N2 -3.5703 -1.2873 -3.3258
N3 -0.5120 -0.5144 5.4851
N4 -2.1911 0.8699 -2.9402
N5 2.7216 -0.3688 -2.8960
C1 0.3718 -0.5948 -3.9559
C2 -2.1457 3.1179 -2.5305
C3 -1.0150 -1.2192 -4.1131
C4 -1.2838 2.2442 2.4440
C5 3.1508 0.2106 -4.0947
C6 -2.7556 -1.4815 6.0494
C7 2.8883 -4.6792 -4.4937
C8 1.4416 3.5616 2.3622
C9 2.7598 -3.8460 -5.6620
C10 3.6442 -0.0278 -1.8966
C11 0.4725 3.8496 3.5279
C12 1.8125 1.0201 1.9810
C13 2.1084 2.2270 2.4762
C14 2.4439 -3.9327 -3.4097
C15 -0.6147 1.4907 1.3163
C16 -2.3016 1.8637 -1.9411
C17 0.4789 0.4328 1.6446
C18 0.3116 0.4928 5.9836
C19 1.6780 0.8011 5.5025
C20 1.8602 -2.6681 4.8202
C21 -4.1167 -2.5742 -3.1809
C22 -1.6469 -0.5090 6.2931
C23 -5.2486 -2.6721 -3.9768
C24 -0.2818 1.0791 7.1095
C25 -5.3853 -1.4274 -4.6830
C26 4.6298 0.7805 -2.4588
C27 4.3020 0.9501 -3.8476
C28 -0.7963 3.0282 3.4198
C29 2.3383 -2.5801 -5.2109
C30 -1.5031 0.4458 7.3123
C31 -2.0144 1.5312 -4.1705
C32 -1.9810 2.9118 -3.9508
C33 -4.3254 -0.6162 -4.2987
H1 -1.8516 3.6532 -4.7294
H2 3.0587 2.3547 3.0222
H3 3.4758 -0.3718 -0.8863
H4 -2.3627 2.0293 2.4953
H5 2.1807 -1.6596 -5.7514
H6 -2.5758 -2.4902 6.5045
H7 0.1124 -0.1168 2.5812
H8 -1.4255 1.0321 0.7087
H9 -1.9502 0.9852 -5.1043
H10 -4.0471 0.3755 -4.6220
H11 -3.6378 -3.2726 -2.5134
H12 -0.9290 -2.3107 -4.2152
H13 2.9068 -4.1307 -6.6893
H14 2.0640 1.6475 6.1247
H15 2.6636 0.3170 1.9272
H16 -2.2025 0.6349 8.1249
H17 -1.4679 3.1974 4.2733
H18 2.2730 4.3035 2.3792
H19 2.3884 -0.0529 5.5926
H20 0.2102 4.9322 3.5457
H21 -2.1361 4.0748 -2.0153
H22 -0.2157 2.2200 0.6043
H23 1.4642 -3.6904 4.9896
H24 2.9260 -2.6327 5.1788
H25 3.2691 -5.6925 -4.4541
H26 0.6120 -0.2882 0.8005
H27 0.2040 1.8595 7.7107
H28 -5.9067 -3.5228 -4.0591
H29 -1.5152 -0.8901 -5.0486
H30 1.2280 -1.9245 5.4154
H31 2.5771 0.1105 -5.0071
H32 1.0224 3.6554 4.4866
H33 0.3032 0.4486 -3.6200
H34 -2.9952 -1.5623 4.9576
H35 4.8090 1.5487 -4.5940
H36 -6.1585 -1.1544 -5.3863
H37 0.9424 3.6309 1.3962
H38 0.8183 -0.5461 -4.9600
H39 -2.5576 1.5938 -0.9184
H40 -3.7126 -1.1458 6.5182
H41 5.4827 1.2023 -1.9477
H42 1.6840 1.1932 4.4609
H43 2.3012 -4.1864 -2.3697

Cartesian forces, eV/Å:
Ba 1.073 0.099 1.640
P 2.930 0.347 -3.716
P -1.457 1.821 -3.183
N -0.490 -0.981 0.893
N -0.563 -1.210 -0.071
N -0.519 0.785 0.001
N 0.283 0.587 0.726
N 0.452 0.542 0.917
C -0.932 0.183 -0.071
C -0.127 -1.116 -0.127
C 0.099 -0.321 0.407
C -0.135 -0.450 0.763
C 0.555 0.726 0.821
C -0.815 -0.269 0.344
C -0.548 0.819 0.215
C -0.085 0.434 0.461
C -0.300 1.328 1.602
C 0.218 0.576 -1.163
C 0.641 -0.478 -0.072
C 0.938 -0.170 0.463
C 0.876 0.074 -0.287
C 0.017 0.130 -1.047
C -0.322 0.335 -1.272
C 0.263 0.492 -1.189
C -0.747 0.388 0.080
C -1.039 -0.535 0.875
C 0.781 0.744 -0.326
C -0.623 0.736 -0.180
C -0.647 1.015 -0.480
C 0.930 0.699 0.314
C 0.785 0.529 0.194
C 1.354 0.199 -0.680
C 1.157 0.041 0.695
C -0.972 -0.579 -0.002
C -0.991 -0.903 0.302
C -0.383 0.463 0.347
C -0.233 -1.559 0.026
C -1.232 -0.895 -0.290
C 0.089 1.075 0.877
C -0.074 -1.694 0.619
C -0.352 -0.735 0.400
H -0.046 -0.081 0.216
H -0.082 -0.513 -0.742
H 0.173 0.033 -0.060
H 0.529 -0.152 0.423
H 0.007 -0.436 -0.092
H 0.004 0.516 -0.589
H 0.684 1.011 -1.159
H 0.488 -0.105 0.595
H 0.074 0.255 0.322
H -0.243 -0.141 0.162
H -0.165 -0.085 0.042
H -0.008 0.079 0.100
H 0.286 0.094 -0.012
H -0.147 -0.701 -0.358
H -0.647 0.081 0.596
H 0.070 -0.064 -0.293
H -0.005 0.152 -0.530
H -0.681 -0.349 -0.118
H -0.460 0.552 -0.181
H -0.046 -0.699 -0.038
H -0.148 -0.332 -0.109
H 0.328 -0.243 -0.067
H 0.071 0.010 0.272
H -1.092 -0.022 -0.486
H -0.204 0.160 -0.023
H -0.349 0.365 0.533
H -0.400 -0.410 -0.264
H 0.098 -0.010 0.051
H 0.089 -0.135 0.861
H 0.936 -1.108 -0.270
H 0.414 0.177 0.359
H -0.643 0.064 -0.608
H -0.110 -0.122 -0.018
H 0.108 -0.183 0.567
H 0.049 -0.160 0.203
H 0.099 -0.047 0.063
H -0.069 0.295 0.137
H 0.101 -0.235 0.726
H 0.278 0.079 -0.401
H 0.721 -0.103 -0.360
H -0.143 -0.044 0.026
H 0.053 -0.616 0.775
H 0.172 -0.095 -0.071

Summary:
E_HOMO: -0.2276 hartree
Relative energy (zero: lowest compared OMol25 entry of this formula, charge and spin): 167.9 kJ/mol
DFT total energy: -2265.0220 a.u.


- Look up the DFT total energy of the first one.
  -3256.9888 a.u.


What did the second record say?
Density functional theory data (ωB97M-V with the def2-TZVPD basis set) for C2H3ClO2 as an isolated structure.

Atoms and positions in Å:
Cl1 -2.9173 0.0387 -0.0891
O1 -0.3366 1.0174 0.0622
O2 -0.4060 -0.9947 0.1530
C1 -1.1727 0.0121 0.6044
C2 0.5391 -0.0408 -0.2857
H1 1.5634 0.1899 0.2049
H2 -1.1435 0.0466 1.6642
H3 0.7516 -0.1931 -1.3134

Cartesian forces, eV/Å:
Cl -5.778 0.286 -2.186
O -0.003 0.383 -0.073
O 2.490 -2.010 -0.298
C 4.820 1.078 0.594
C 0.313 0.749 1.010
H -1.467 -0.980 0.100
H -0.320 0.408 2.220
H -0.056 0.088 -1.368

Summary:
<S²>: 2.01
E_HOMO (spin up / spin down): -0.1647 / -0.3830 hartree
2S+1: 3
Relative energy (zero: lowest compared OMol25 entry of this formula, charge and spin): 315.2 kJ/mol
DFT total energy: -688.3774 a.u.


Please write out number 3 again, unchanged.
Density functional theory data (ωB97M-V with the def2-TZVPD basis set) for a 3-piece molecular cluster, CHO3PS2 overall.

Atoms and positions in Å:
S1 -1.7559 1.5829 0.0972
S2 1.1213 5.0320 -1.5272
P1 0.0100 -5.4041 0.8548
O1 -0.4471 -5.3407 -0.5841
O2 -0.9196 -4.8170 1.8770
O3 0.8058 1.2139 0.9882
C1 -0.2526 1.5098 0.5260
H1 1.4382 6.2231 -2.2319

Cartesian forces, eV/Å:
S 0.366 0.494 -0.224
S 0.350 1.378 -0.783
P -0.622 0.241 -0.607
O 0.393 -0.212 0.441
O 0.204 -0.146 0.186
O -3.079 1.585 -1.789
C 2.746 -2.022 1.992
H -0.358 -1.318 0.783

Summary:
E_HOMO: -0.0380 hartree
Charge: -2
Relative energy (zero: lowest compared OMol25 entry of this formula, charge and spin): 11.5 kJ/mol
DFT total energy: -1402.2584 a.u.